C6H12O | ωB97M-V with the def2-TZVPD basis set

Values from the calculation:
* frontier orbital gap (spin up / spin down): 8.531 / 6.411 eV
* relative energy (zero: lowest compared OMol25 entry of this formula, charge and spin): 34.8 kcal/mol
* E_tot: -8453.5382 eV

```
! RIJCOSX wB97M-V def2-TZVPD def2/J DEFGRID3
* xyz 1 2
C -1.81884 1.04759 -0.34516
C -0.94880 -0.21751 -0.57829
C -1.53780 -1.40551 -0.33356
C 2.70770 -0.53340 -1.73760
C 1.34479 -0.90521 -1.29721
C 0.21781 -0.13485 -1.39839
H -1.93229 1.33115 0.73378
H -2.84684 0.80347 -0.68413
H -1.59043 1.89690 -0.98222
H -2.49245 -1.49032 -0.62705
H -1.02042 -2.38002 -0.43082
H 3.23414 -1.36026 -2.21639
H 2.68824 0.30724 -2.39077
H 3.43014 -0.31381 -1.00929
H 1.27132 -1.85013 -0.82791
H 0.39917 0.74997 -2.05475
H -0.33243 1.88202 4.76052
H -0.41837 1.49562 6.12554
O -0.35465 1.07706 5.29371
*
```

=====

C8H20BrCl8N | ωB97M-V with the def2-TZVPD basis set

Values from the calculation:
* frontier orbital gap: 7.990 eV
* relative energy (zero: lowest compared OMol25 entry of this formula, charge and spin): 0.0 kcal/mol
* E_tot: -180333.6993 eV

```
! RIJCOSX wB97M-V def2-TZVPD def2/J DEFGRID3
* xyz 0 1
N -1.11438 0.33445 0.76802
H -1.15028 1.22121 1.27250
H -0.12153 0.08956 0.64480
H -1.59523 0.53063 -0.14298
H -1.54288 -0.42525 1.29770
Br -1.41905 1.69297 -2.00207
Cl 1.11912 -4.44619 -0.88369
C 1.73465 -4.46458 0.81549
C 0.73957 -4.01105 1.86786
Cl 0.65166 -2.24742 1.84645
H 2.58387 -3.78565 0.79237
H 2.17337 -5.43717 1.03090
H 1.16294 -4.23487 2.84701
H -0.24425 -4.46640 1.82079
Cl 1.82732 -0.02406 -0.55759
C 2.16847 0.17416 -2.31188
C 3.41297 -0.61862 -2.68427
Cl 4.93871 0.10595 -2.19780
H 2.35889 1.22406 -2.52452
H 1.34514 -0.14204 -2.94612
H 3.54910 -0.65712 -3.76290
H 3.34794 -1.60265 -2.22499
Cl 0.66435 3.07328 0.74973
C 1.66841 3.79441 -0.52364
C 2.38315 5.06108 -0.06314
Cl 1.27246 6.24289 0.66075
H 0.98475 4.03851 -1.33185
H 2.40928 3.05067 -0.80451
H 2.84948 5.56000 -0.91183
H 3.18394 4.88958 0.65303
Cl -6.62122 -0.36143 -0.47091
C -5.06639 -0.24786 0.42089
C -5.23974 -0.87721 1.78632
Cl -3.67905 -0.88257 2.63463
H -4.86080 0.81663 0.49323
H -4.27684 -0.73480 -0.14558
H -5.60662 -1.89978 1.73146
H -5.99128 -0.33334 2.35636
*
```

=====

C29H27Br2F5N7O4PbS2 | ωB97M-V with the def2-TZVPD basis set

Values from the calculation:
* frontier orbital gap: 6.924 eV
* relative energy (zero: lowest compared OMol25 entry of this formula, charge and spin): 7.5 kcal/mol
* E_tot: -229726.7720 eV

```
! RIJCOSX wB97M-V def2-TZVPD def2/J DEFGRID3
* xyz -1 1
Pb 0.13662 -0.31299 0.12202
N 1.47016 -2.18418 -2.10244
C 2.53740 -3.07691 -1.66590
C 3.58087 -2.32630 -0.83034
N 3.04650 -1.57317 0.30186
C 3.09958 -2.22353 1.59162
C 1.92082 -3.17506 1.79422
N 0.63060 -2.47606 1.73219
H 0.85941 -2.63884 -2.76905
H 1.85756 -1.34922 -2.53429
H 3.07845 -3.54329 -2.50326
H 2.08864 -3.88771 -1.08570
H 4.06608 -1.60529 -1.49087
H 4.33345 -3.05421 -0.49113
H 3.47142 -0.65500 0.31621
H 3.06072 -1.46026 2.37624
H 4.02998 -2.80044 1.72441
H 2.04664 -3.69676 2.75118
H 1.94154 -3.92072 1.00100
H 0.42872 -1.99160 2.59987
H -0.11726 -3.12875 1.54236
Br -1.51758 2.11310 -4.47557
C -2.08341 0.40730 -3.88180
C -2.86482 -0.38234 -4.71609
C -3.27826 -1.62205 -4.29726
Br -4.29580 -2.69809 -5.50365
C -2.96166 -2.10206 -3.01388
C -3.43407 -3.31590 -2.46768
C -3.09351 -3.66769 -1.19170
C -2.24537 -2.82333 -0.45971
N -1.76734 -1.70369 -0.94434
C -2.12785 -1.29948 -2.18325
C -1.65591 0.00601 -2.60509
O -0.91807 0.72888 -1.86552
H -3.15772 -0.01251 -5.68844
H -4.08872 -3.93809 -3.06231
H -3.47099 -4.57655 -0.74266
H -1.99014 -3.06164 0.56737
F -4.92460 -0.84554 2.99611
C -3.61750 -0.51130 3.07384
C -2.84396 -0.48634 1.93294
C -1.49065 -0.15219 1.98562
C -0.95222 0.17107 3.25531
C -1.77409 0.13038 4.37973
F -1.29811 0.46183 5.61012
C -3.10619 -0.21838 4.32225
C 0.45905 0.63479 3.33848
C 1.25518 0.51860 4.48217
C 2.51397 1.09807 4.49162
C 2.95967 1.77616 3.36799
C 2.15375 1.76186 2.24020
N 0.95111 1.19167 2.22309
H -3.31836 -0.70574 0.98258
H -3.71755 -0.24134 5.21262
H 0.90564 -0.02491 5.34594
H 3.13564 1.01895 5.37510
H 3.91623 2.28010 3.34984
H 2.47707 2.20357 1.30642
F 2.26695 3.85021 -3.17665
C 3.13699 3.38445 -2.27885
F 4.33965 3.31096 -2.86873
F 3.22674 4.29788 -1.28936
S 2.67021 1.73793 -1.56716
O 1.45673 2.04963 -0.82916
O 2.53013 0.88508 -2.71899
O 3.81030 1.44945 -0.71562
S -3.95623 2.15581 -0.93753
C -2.88633 3.42416 -0.96195
N -1.54657 3.21442 -0.67023
C -0.65185 4.20919 -0.60348
C -1.04279 5.49336 -0.84178
C -2.39520 5.66879 -1.18557
N -3.27550 4.70455 -1.23741
H -1.22455 2.23977 -0.63948
H 0.35898 3.91656 -0.36619
H -0.34671 6.31596 -0.80103
H -2.77172 6.65897 -1.43143
*
```

=====

C2H4FO2 | ωB97M-V with the def2-TZVPD basis set

Values from the calculation:
* frontier orbital gap (spin up / spin down): 4.697 / 4.698 eV
* E_tot: -8948.5968 eV

```
! RIJCOSX wB97M-V def2-TZVPD def2/J DEFGRID3
* xyz -1 1
F -1.12729 -1.59280 -1.03321
O 1.28953 -0.08069 0.35325
C -0.02846 -0.32902 0.67255
C -0.98379 -0.36097 -0.50273
O -1.42376 0.57807 -1.09294
H 1.54548 0.84048 0.75597
H -0.44349 0.45320 1.34341
H -0.15569 -1.29325 1.19111
H 1.32748 1.78498 -1.68741
*
```

=====

C36H96ClF12N10O26S4 | ωB97M-V with the def2-TZVPD basis set

Values from the calculation:
* frontier orbital gap: 6.715 eV
* E_tot: -195481.0661 eV

```
! RIJCOSX wB97M-V def2-TZVPD def2/J DEFGRID3
* xyz 1 1
C -17.78461 -16.74016 13.51367
C -16.90986 -15.99494 14.56813
C -17.21747 -14.52454 14.67941
O -16.57900 -13.89401 15.81637
C -15.22973 -13.60804 15.76523
N -17.31986 -16.67904 15.90021
H -17.41752 -17.67221 15.74478
H -16.53817 -16.62644 16.53763
H -18.17571 -16.37804 16.34407
H -17.43165 -17.76811 13.43096
H -17.72034 -16.22808 12.55359
H -18.83414 -16.88628 13.76908
H -15.84437 -16.16558 14.41412
H -18.30011 -14.49901 14.80336
H -17.04805 -14.04563 13.71503
H -14.58780 -14.45101 15.50944
H -15.07369 -13.06000 16.69443
H -15.02189 -12.95661 14.91639
C -15.36023 -22.57473 19.36341
C -16.43418 -22.34294 18.20403
C -17.31718 -23.53182 17.79927
O -18.21829 -23.19474 16.85246
C -18.75045 -24.34356 16.14724
N -17.26498 -21.09717 18.45081
H -17.97171 -21.23445 19.15919
H -16.71631 -20.35346 18.85821
H -17.69447 -20.65682 17.64974
H -14.80194 -23.49464 19.18967
H -15.89082 -22.65679 20.31201
H -14.60470 -21.79276 19.43954
H -15.98002 -22.08233 17.24804
H -17.90513 -24.05944 18.55030
H -16.65974 -24.20221 17.24569
H -17.94779 -24.91236 15.67790
H -19.33249 -23.86393 15.36029
H -19.35079 -24.99252 16.78484
C -16.35149 -18.01092 10.10731
C -15.80463 -17.22412 8.92406
C -16.56568 -15.90156 8.72057
O -16.07129 -15.21426 7.61814
C -16.48246 -13.84933 7.58312
N -14.31470 -16.99536 9.01792
H -13.67171 -17.75069 9.20800
H -13.99019 -16.54347 8.17496
H -14.08346 -16.33408 9.74547
H -17.36917 -18.35483 9.92254
H -16.29254 -17.55235 11.09439
H -15.76880 -18.91499 10.28402
H -15.97527 -17.79699 8.01257
H -16.46307 -15.23930 9.58021
H -17.63600 -16.07151 8.60375
H -16.00430 -13.15834 8.27737
H -17.56411 -13.85998 7.71736
H -16.34064 -13.36628 6.61635
C -19.23445 -21.66976 6.82674
C -19.23055 -22.61478 7.99451
C -18.54572 -23.91292 7.45729
O -18.49087 -24.89923 8.50928
C -18.08086 -26.15530 8.23892
N -18.71615 -21.99698 9.30341
H -19.46078 -21.59762 9.85671
H -18.40883 -22.79726 9.83746
H -17.96506 -21.35544 9.09272
H -19.70489 -20.70133 6.99679
H -19.77146 -22.04795 5.95686
H -18.17629 -21.53379 6.60335
H -20.29355 -22.79652 8.15291
H -17.51253 -23.80238 7.12807
H -19.17692 -24.24695 6.63382
H -17.06231 -26.04738 7.86610
H -18.70618 -26.54743 7.43685
H -18.20521 -26.66958 9.19189
C -16.83335 -28.32449 13.24929
C -17.71661 -28.01484 12.03024
C -19.20532 -28.27319 12.12501
O -19.73109 -28.00056 10.88607
C -21.16097 -27.72758 10.97639
N -17.59909 -26.52082 11.86610
H -16.81764 -26.35073 11.24925
H -18.47224 -26.25219 11.43535
H -17.40281 -25.93189 12.66281
H -15.77175 -28.45591 13.03993
H -17.07875 -29.30506 13.65720
H -16.98671 -27.66819 14.10593
H -17.27795 -28.25158 11.06090
H -19.60769 -27.74186 12.98749
H -19.36671 -29.32453 12.36319
H -21.49825 -27.52745 9.95939
H -21.36774 -26.80450 11.51793
H -21.77106 -28.52100 11.40811
C -15.60843 -20.20202 13.78716
C -16.55679 -21.08256 12.91551
C -15.87623 -21.84234 11.73257
O -16.72549 -22.89664 11.24998
C -15.98413 -23.80398 10.44432
N -17.37140 -22.03608 13.86489
H -16.76187 -22.74860 14.24026
H -17.84419 -21.43658 14.52608
H -18.04090 -22.54399 13.30462
H -15.03588 -19.50339 13.17708
H -14.84762 -20.76524 14.32760
H -16.24096 -19.69060 14.51272
H -17.42843 -20.54814 12.53770
H -14.96925 -22.18358 12.23161
H -15.73530 -21.05957 10.98725
H -15.43320 -23.26623 9.67270
H -16.49195 -24.64961 9.98052
H -15.28827 -24.30963 11.11380
C -12.09446 -22.95333 17.53814
C -11.83853 -22.15998 16.15887
C -11.10700 -20.75968 16.30529
O -9.63307 -20.96531 16.48917
C -8.95681 -19.95897 17.28071
N -11.06152 -23.01798 15.19661
H -10.48379 -23.67027 15.70734
H -11.71328 -23.52434 14.61445
H -10.40301 -22.47833 14.65323
H -11.16185 -22.93619 18.10209
H -12.28759 -23.99330 17.27498
H -12.86463 -22.44759 18.12054
H -12.76582 -21.95030 15.62570
H -11.49787 -20.20321 17.15715
H -11.25959 -20.22943 15.36526
H -9.31180 -19.94831 18.31123
H -9.15062 -18.97793 16.84702
H -7.90050 -20.08766 17.51687
C -12.10129 -21.35412 8.44724
C -12.13468 -22.84678 8.60993
C -10.79705 -23.47647 8.23518
O -10.95727 -24.94382 8.29988
C -9.70178 -25.58087 8.01822
N -12.45490 -23.07045 10.12804
H -12.98922 -22.42735 10.69464
H -12.61467 -24.06023 10.25017
H -11.53898 -23.06937 10.55371
H -13.08694 -20.99220 8.73981
H -12.01609 -21.05390 7.40287
H -11.34160 -20.82637 9.02384
H -12.95445 -23.25946 8.02192
H -9.95997 -23.27163 8.90259
H -10.56684 -23.18408 7.21067
H -9.46886 -25.67552 6.95761
H -9.85417 -26.58892 8.40387
H -8.82045 -25.21444 8.54461
C -10.27430 -19.13960 11.90971
F -9.74073 -18.15334 11.13168
F -9.74199 -20.23994 11.42360
F -9.99635 -19.01358 13.18817
S -12.20289 -19.19522 11.55997
O -12.53296 -20.64371 11.77061
O -12.72748 -18.29907 12.56274
O -12.33892 -18.64593 10.21594
C -13.08291 -27.93419 9.20080
F -11.72935 -28.10969 9.40437
F -13.38120 -27.18270 8.13432
F -13.58667 -29.14559 9.13249
S -13.72026 -27.15088 10.78943
O -15.15241 -26.94935 10.54385
O -13.46368 -28.13046 11.84564
O -12.99104 -25.92459 10.94903
C -20.81291 -18.15625 9.01209
F -22.04333 -18.58731 8.87235
F -19.98989 -18.82231 8.15805
F -20.81098 -16.84944 8.64267
S -20.27712 -18.27078 10.94509
O -19.53214 -19.48880 11.02906
O -19.58123 -17.00136 11.20957
O -21.54470 -18.35871 11.70410
C -14.90346 -26.15818 15.74036
F -14.37461 -27.22957 15.08050
F -16.24157 -26.35178 15.98342
F -14.15232 -25.86511 16.82940
S -14.78194 -24.67564 14.46389
O -15.23858 -23.44835 15.08121
O -13.35139 -24.61590 14.02235
O -15.70242 -24.95055 13.35670
Cl -18.79047 -19.72819 15.79814
N -15.48481 -21.17850 7.35815
O -15.23410 -22.39758 7.18944
O -16.26728 -20.82463 8.23222
O -15.02364 -20.26285 6.74055
N -19.95566 -23.73629 12.02683
O -19.53463 -24.45351 12.87772
O -20.09979 -24.15927 10.91782
O -19.93127 -22.50710 12.19982
*
```

=====

C6H11N2S | ωB97M-V with the def2-TZVPD basis set

Values from the calculation:
* frontier orbital gap: 9.207 eV
* relative energy (zero: lowest compared OMol25 entry of this formula, charge and spin): 124.0 kcal/mol
* E_tot: -20204.7774 eV

```
! RIJCOSX wB97M-V def2-TZVPD def2/J DEFGRID3
* xyz 1 1
C 1.06358 0.21837 -0.20712
C -1.60425 0.92718 -0.36164
C -0.48220 1.97797 0.00985
C -1.76404 -1.44728 0.86795
C -1.11622 -0.51157 -0.14202
C 3.77281 -0.10118 0.15566
N 0.82731 1.37196 -0.01156
N -1.81335 -1.69299 -0.59386
S 2.20235 -1.01902 -0.19386
H -2.44404 1.20353 0.18936
H -1.85745 1.01760 -1.49735
H -0.48756 2.75309 -0.67090
H -0.78919 2.37867 1.01893
H -1.41209 -2.30003 1.43581
H -2.69521 -0.86477 1.26802
H 4.54421 -0.85465 0.42503
H 3.71847 0.62671 1.10239
H 4.15287 0.45738 -0.73744
H -1.10079 -2.31867 -1.04321
H -2.71520 -1.82229 -1.01406
*
```